Molecular formula: C6H4ClGaO4S2
Method: DFT, ωB97M-V with the def2-TZVPD basis set

Calculated values
Gap between HOMO and LUMO ... 0.3277 Eh
Energy relative to the best compared isomer or geometry (same formula, charge and spin) ... 0.00 kcal per mole

Last column: Löwdin charge in e.
CARTESIAN COORDINATES (ANGSTROEM)
Ga1 1.665606 0.090799 -0.935796  0.09
S1 0.067354 1.545366 -1.141967  0.75
C1 -0.911670 0.736742 0.115972  -0.63
C2 -2.163298 1.298541 0.364684  -0.13
C3 -3.014764 0.760271 1.311085  -0.09
C4 -2.624446 -0.360615 2.029776  -0.09
C5 -1.386904 -0.929352 1.793534  -0.13
C6 -0.516645 -0.396196 0.843471  -0.63
S2 1.050152 -1.238955 0.667766  0.75
H1 -2.464854 2.171021 -0.200597  0.10
H2 -3.980566 1.215251 1.484477  0.11
H3 -3.281143 -0.793165 2.772434  0.11
H4 -1.078674 -1.805112 2.349927  0.10
O1 4.321939 -1.707842 -1.849545  -0.22
Cl1 3.794181 -0.499829 -2.334515  0.76
O2 4.564001 0.111004 -3.332871  -0.21
O3 3.587154 0.464751 -1.178582  -0.33
O4 2.372577 -0.662680 -2.759254  -0.32

Forces on atoms 1 to 2 (eV/Å):
Ga -0.127 0.096 -0.174
S 0.015 -0.074 0.090